This record from the OMol25 dataset describes 13 unconnected molecules or ions with the total composition C58H159N29O8P8. The level of theory is ωB97M-V with the def2-TZVPD basis set.

Its energy above the lowest of the compared OMol25 structures with the same formula, charge and spin is 0.000 eV. The calculation puts the total energy at -196635.1405 eV. For the LUMO energy, the calculation gives 0.25 eV. The HOMO energy is -7.675 eV. The calculation puts the largest force on an atom at 0.049 Eh/bohr. Its total charge is 0. The multiplicity is 1.

Each line ends with the Mulliken charge.
Cartesian coordinates (Å):
O 7.508 -7.912 -0.501  -0.8861
P 7.039 -6.850 -1.430  0.4566
N 8.070 -5.497 -1.328  0.3134
C 8.077 -4.764 -0.056  -1.1457
C 9.459 -5.590 -1.838  -0.8504
N 5.479 -6.336 -1.104  0.8918
C 5.082 -5.016 -1.566  -1.7706
C 4.395 -7.234 -0.685  -1.1798
N 7.033 -7.383 -3.037  0.2174
C 7.906 -8.499 -3.353  -0.9605
C 6.510 -6.543 -4.099  -0.7797
H 7.089 -4.929 0.370  0.1591
H 8.321 -3.699 -0.120  0.3482
H 8.914 -5.104 0.565  0.4691
H 10.132 -5.648 -0.983  0.2432
H 9.730 -4.668 -2.360  0.3110
H 9.604 -6.385 -2.566  0.2219
H 4.314 -5.073 -2.343  0.4796
H 4.710 -4.365 -0.766  0.1273
H 5.939 -4.453 -1.941  0.6559
H 3.582 -6.780 -0.124  0.2462
H 4.046 -7.727 -1.593  0.3209
H 4.866 -7.939 0.003  0.3637
H 8.949 -8.204 -3.522  0.2891
H 7.881 -9.148 -2.480  0.3110
H 7.597 -9.030 -4.255  0.3310
H 6.382 -7.267 -4.912  0.4421
H 7.178 -5.769 -4.490  0.2335
H 5.524 -6.113 -3.942  0.1277
O 2.588 -0.287 -5.310  -0.4284
P 3.920 -0.841 -5.024  -0.8052
N 5.088 -0.329 -6.121  0.2666
C 4.621 -0.169 -7.505  -0.9227
C 6.499 -0.168 -5.855  -0.8974
N 3.965 -2.535 -5.201  0.4504
C 5.170 -3.209 -5.709  -0.9647
C 2.907 -3.354 -4.653  -0.7163
N 4.461 -0.531 -3.451  1.0270
C 5.637 -1.199 -2.924  -1.9049
C 3.597 0.088 -2.438  -0.7173
H 3.779 0.518 -7.478  0.2252
H 4.295 -1.110 -7.966  0.3021
H 5.433 0.099 -8.178  0.3752
H 7.011 0.314 -6.685  0.3652
H 7.057 -1.083 -5.623  0.2674
H 6.647 0.436 -4.955  0.2882
H 5.337 -2.916 -6.746  0.2223
H 6.056 -2.926 -5.134  0.1647
H 5.011 -4.271 -5.534  0.5145
H 2.462 -2.827 -3.804  0.1445
H 2.141 -3.553 -5.409  0.2183
H 3.260 -4.306 -4.253  0.2281
H 5.961 -0.875 -1.931  0.4541
H 5.476 -2.268 -2.724  0.8112
H 6.556 -1.067 -3.496  0.2609
H 2.603 -0.358 -2.405  0.1344
H 3.497 1.104 -2.839  -0.0381
H 4.033 0.206 -1.452  0.5175
O 4.013 7.047 -0.635  -0.9072
P 2.871 6.244 -1.129  0.3250
N 2.117 5.403 0.155  0.5597
C 1.338 4.209 -0.035  -0.9586
C 2.478 5.677 1.524  -1.1545
N 3.174 5.095 -2.293  0.6551
C 4.175 4.077 -2.017  -0.7219
C 2.958 5.264 -3.712  -0.9066
N 1.622 7.204 -1.740  0.2565
C 0.275 6.693 -1.820  -0.3353
C 1.661 8.650 -1.471  -1.0945
H 1.614 3.430 0.682  0.0772
H 1.320 3.733 -1.017  0.1258
H 0.261 4.352 0.142  0.2918
H 3.124 4.979 2.069  0.2436
H 1.601 5.927 2.129  0.3498
H 3.087 6.584 1.472  0.4118
H 5.171 4.534 -2.093  0.3069
H 4.195 3.771 -0.965  0.0611
H 4.068 3.185 -2.626  0.2236
H 1.993 5.749 -3.875  0.3177
H 3.699 5.955 -4.135  0.2818
H 2.989 4.339 -4.285  0.2336
H 0.214 5.837 -2.494  -0.3271
H -0.200 6.453 -0.860  0.2639
H -0.379 7.476 -2.210  0.4308
H 2.727 8.872 -1.523  0.3769
H 1.178 8.837 -0.509  0.3433
H 1.199 9.241 -2.262  0.3588
O -5.310 4.378 -2.134  -0.7180
P -5.711 3.814 -0.804  -0.0901
N -7.275 3.086 -0.866  0.3127
C -7.359 1.783 -1.574  -0.6202
C -8.260 4.038 -1.381  -0.9911
N -5.852 4.951 0.448  0.4202
C -6.817 4.790 1.551  -0.7652
C -4.982 6.117 0.514  -1.2351
N -4.693 2.638 -0.252  0.6217
C -3.285 2.686 -0.593  -0.3517
C -5.122 1.558 0.656  -0.9756
H -6.990 0.965 -0.953  -0.0613
H -6.696 1.757 -2.445  0.0401
H -8.404 1.604 -1.806  0.5501
H -9.190 3.544 -1.641  0.3897
H -7.813 4.569 -2.232  0.3286
H -8.407 4.837 -0.650  0.2062
H -7.811 5.059 1.190  0.2908
H -6.854 3.773 1.939  0.0428
H -6.645 5.455 2.397  0.4395
H -4.756 6.389 -0.519  0.2890
H -5.511 6.997 0.885  0.4604
H -4.132 5.836 1.140  0.3004
H -3.231 3.206 -1.552  -0.0227
H -2.709 3.305 0.108  0.4125
H -2.861 1.682 -0.613  -0.3643
H -5.981 1.875 1.239  -0.1149
H -4.342 1.551 1.430  0.5895
H -5.076 0.603 0.137  0.2563
O -1.475 1.687 -6.877  -0.9360
P -2.279 2.149 -5.721  -0.0772
N -3.417 1.030 -5.283  0.6016
C -3.937 0.160 -6.329  -1.1917
C -4.245 1.138 -4.066  -0.8877
N -3.232 3.520 -6.113  0.3292
C -4.079 4.231 -5.136  -0.6307
C -3.450 3.823 -7.554  -1.0109
N -1.394 2.616 -4.319  0.9075
C -0.374 1.665 -3.917  -0.0918
C -1.054 4.034 -4.155  -0.3747
H -3.821 0.534 -7.345  0.3216
H -4.990 -0.100 -6.204  0.3993
H -3.404 -0.796 -6.306  0.2180
H -3.786 1.799 -3.340  -0.0809
H -4.435 0.108 -3.756  0.6591
H -5.202 1.507 -4.451  0.3939
H -5.062 3.747 -5.176  0.3147
H -3.798 3.956 -4.121  -0.1764
H -4.181 5.291 -5.346  0.4509
H -4.010 4.755 -7.614  0.3632
H -2.456 3.993 -7.959  0.3016
H -4.016 3.005 -7.996  0.2462
H 0.407 2.085 -3.278  -0.4266
H -0.777 0.757 -3.474  -0.2141
H 0.268 1.444 -4.783  0.3747
H -1.956 4.605 -3.935  0.2455
H -0.739 4.382 -5.145  0.5527
H -0.313 4.184 -3.376  -0.6282
O -7.975 -0.664 0.478  -0.9359
P -7.365 -1.518 1.521  0.4801
N -6.924 -0.688 2.928  0.5434
C -7.116 0.765 3.010  -1.3523
C -6.166 -1.146 4.083  -1.1415
N -5.965 -2.320 1.002  0.4967
C -4.692 -1.661 0.858  -1.0457
C -6.132 -3.460 0.134  -0.9301
N -8.413 -2.666 2.139  0.3054
C -7.993 -3.911 2.757  -1.2984
C -9.783 -2.599 1.698  -1.0783
H -7.590 1.143 2.103  0.2198
H -6.184 1.331 3.111  0.5229
H -7.764 0.973 3.864  0.4758
H -6.798 -1.329 4.957  0.3364
H -5.363 -0.466 4.368  0.4100
H -5.721 -2.111 3.825  0.3425
H -4.501 -1.356 -0.184  0.4495
H -4.674 -0.770 1.484  0.1451
H -3.889 -2.396 0.968  0.4355
H -6.565 -3.235 -0.851  0.3154
H -5.183 -3.940 -0.111  0.2997
H -6.828 -4.179 0.569  0.1888
H -6.923 -4.029 2.897  0.3478
H -8.590 -4.026 3.665  0.3079
H -8.305 -4.664 2.018  0.4544
H -10.034 -3.395 0.986  0.2988
H -10.078 -1.648 1.263  0.2858
H -10.454 -2.707 2.559  0.3637
O -2.072 -2.922 8.266  -0.8766
P -1.498 -1.561 8.443  0.1534
N -2.311 -0.410 7.508  0.6431
C -3.677 -0.650 7.126  -1.1708
C -1.633 0.768 7.035  -0.9748
N 0.076 -1.481 7.868  0.6426
C 0.342 -1.900 6.512  -1.3217
C 1.220 -1.452 8.773  -1.1460
N -1.496 -0.970 10.004  0.2407
C -1.805 -1.944 11.059  -1.0731
C -1.431 0.466 10.315  -0.9108
H -4.194 0.277 6.893  0.4478
H -4.169 -1.130 7.982  0.3023
H -3.710 -1.444 6.368  0.3540
H -2.173 1.329 6.264  0.4773
H -0.744 0.511 6.446  0.0504
H -1.332 1.566 7.719  0.2382
H 0.607 -2.961 6.516  0.3979
H -0.545 -1.753 5.889  0.2801
H 1.055 -1.260 5.997  0.3007
H 1.794 -2.371 8.628  0.3370
H 1.875 -0.592 8.608  0.2747
H 0.894 -1.374 9.808  0.3837
H -1.461 -1.576 12.031  0.4011
H -2.882 -2.059 11.178  0.3231
H -1.271 -2.884 10.949  0.3103
H -2.225 1.063 9.873  0.2633
H -0.422 0.816 10.098  0.3254
H -1.569 0.600 11.389  0.3669
O 2.116 0.620 0.591  -0.5372
P 1.244 -0.256 1.414  -1.3652
N -0.380 -0.074 0.980  1.3490
C -1.416 -0.564 1.846  -0.1834
C -0.668 -0.078 -0.454  0.2637
N 1.184 0.249 3.028  1.0296
C 2.232 -0.259 3.965  -0.5718
C 0.540 1.495 3.511  -0.8343
N 1.653 -1.913 1.330  1.6774
C 2.755 -2.248 0.411  -0.8769
C 1.446 -2.887 2.402  -1.1655
H -2.208 0.199 1.838  -0.0172
H -1.138 -0.536 2.898  0.1909
H -1.849 -1.522 1.543  -0.2676
H -1.673 0.331 -0.543  -0.7746
H -0.618 -1.091 -0.875  0.2101
H 0.117 0.383 -1.052  -0.3480
H 2.191 0.224 4.939  0.5695
H 2.090 -1.316 4.174  0.0104
H 3.210 -0.024 3.549  -0.5429
H 0.822 2.266 2.789  -0.1265
H -0.546 1.411 3.536  0.1012
H 0.932 1.744 4.490  0.6474
H 3.115 -3.256 0.606  0.4338
H 2.440 -2.085 -0.618  -0.2024
H 3.605 -1.599 0.632  0.2131
H 2.350 -3.011 3.004  0.1706
H 1.221 -3.868 1.972  0.2831
H 0.553 -2.605 2.958  0.3821
C 5.259 1.706 2.503  0.3144
C 5.108 2.484 3.719  0.3376
N 4.961 3.044 4.712  -0.5132
H 6.334 1.538 2.421  0.3856
H 5.032 2.348 1.648  -0.1777
H 4.596 0.850 2.461  -0.1666
C 5.002 -4.748 3.201  -0.9023
C 5.406 -3.518 2.513  0.5068
N 5.644 -2.511 2.020  -0.4336
H 5.581 -5.624 2.915  0.3498
H 4.007 -4.984 2.808  0.2313
H 4.904 -4.581 4.269  0.3641
C -0.303 -1.632 -5.907  -0.5812
C -0.801 -1.795 -4.512  0.4256
N -1.247 -1.919 -3.462  -0.5308
H -1.107 -1.500 -6.629  0.3875
H 0.290 -2.523 -6.085  0.2980
H 0.244 -0.692 -5.963  0.0333
C 2.012 5.320 5.387  -0.6200
C 0.899 4.446 5.754  0.4579
N 0.020 3.784 6.081  -0.4118
H 2.602 5.421 6.297  0.3258
H 1.570 6.219 4.959  0.2903
H 2.677 4.919 4.623  0.0158
C -0.899 -4.059 -0.610  0.1850
C 0.330 -4.795 -0.808  0.3346
N 1.353 -5.292 -0.954  -0.4400
H -1.067 -3.343 -1.421  -0.0996
H -0.834 -3.328 0.203  -0.3554
H -1.807 -4.621 -0.406  0.4740